(1)
66
Properties=species:S:1:pos:R:3 method="wB97M-V/def2-TZVPD" e_lumo_ev="-2.993 / -5.444" de_lowest_ev=0.0000 total_charge=+1 e_tot_ev=-125722.4936 multiplicity=5 fmax_ev_per_a=0.671 orbital_gap_ev="8.114 / 5.856" s_squared=6.05
Os 0.53486 -1.73624 0.10591
Br 2.97990 -1.32117 -0.42958
C 3.60210 -1.49162 1.37740
C 4.92703 -1.32467 1.62633
C 5.36151 -1.43013 2.96180
C 4.45594 -1.68278 3.95399
C 3.08111 -1.85814 3.66887
C 2.13895 -2.11622 4.69867
C 0.81794 -2.29818 4.40434
C 0.37141 -2.24321 3.07191
C 1.23211 -1.97390 2.01580
C 2.61969 -1.77789 2.33444
H 5.62783 -1.11702 0.82755
H 6.41130 -1.30438 3.18854
H 4.78181 -1.75498 4.98470
H 2.48824 -2.16994 5.72326
H 0.10340 -2.49282 5.19371
H -0.67864 -2.41789 2.88015
C 0.84372 1.60719 3.02657
C 1.43433 1.48869 1.61804
C 0.60411 2.19141 0.57305
C 0.87159 3.51954 0.27941
C 0.09983 4.21508 -0.63741
C -0.93140 3.56602 -1.28950
C -1.24298 2.23477 -1.02477
C -2.33711 1.58889 -1.85077
C -3.73875 2.11075 -1.51897
C -0.48543 1.56414 -0.05173
N -0.78756 0.21139 0.28967
C -1.98630 -0.17037 0.54290
C -2.27457 -1.55370 0.68937
C -3.43570 -2.26105 0.82584
C -3.09955 -3.64461 0.74461
C -1.75039 -3.72739 0.55731
N -1.23074 -2.45188 0.53006
H 1.50617 1.15348 3.76805
H -0.12497 1.10371 3.08426
H 0.69646 2.65523 3.29049
H 1.51288 0.43206 1.37587
H 2.44571 1.89999 1.60362
H 1.70000 4.01326 0.77637
H 0.31178 5.25402 -0.85703
H -1.51143 4.09354 -2.03945
H -2.31784 0.50418 -1.76377
H -2.12650 1.81174 -2.89914
H -3.99426 1.95942 -0.46682
H -4.48920 1.60089 -2.12505
H -3.81317 3.18062 -1.71642
H -2.79111 0.55397 0.65546
H -4.41983 -1.83121 0.94465
H -3.77490 -4.48293 0.80874
H -1.12923 -4.60169 0.45363
Cl -0.57663 2.65761 -6.94537
C -0.60433 1.45461 -5.70267
C -1.70076 0.61096 -5.59462
C -1.72782 -0.33792 -4.58756
C -0.66003 -0.45375 -3.70480
C 0.43892 0.38851 -3.83629
C 0.46901 1.35228 -4.83170
C -0.76984 -1.42260 -2.57807
O -1.81725 -1.92012 -2.25653
O 0.37723 -1.63397 -1.89478
H -2.52214 0.70561 -6.29185
H -2.57797 -0.99722 -4.47390
H 1.26980 0.29582 -3.15011
H 1.31168 2.02226 -4.93665

(2)
73
Properties=species:S:1:pos:R:3 method="wB97M-V/def2-TZVPD" e_lumo_ev="-0.368 / -0.440" de_lowest_ev=2.3051 e_tot_ev=-102055.5965 multiplicity=2 fmax_ev_per_a=5.192 orbital_gap_ev="7.188 / 7.135" s_squared=0.76
V 0.40798 -0.56607 -1.02192
C 5.93806 -1.44790 0.99706
S 5.17594 -1.49570 -0.64948
C 3.45374 -1.36082 -0.16566
S 2.95293 -0.08649 0.83914
N 2.71020 -2.28783 -0.67663
N 1.36436 -2.25292 -0.37557
C 0.95289 -3.42472 -0.02553
C -0.31879 -3.82781 0.58103
C -0.81561 -5.10174 0.30850
C -1.98557 -5.50509 0.92515
C -2.59202 -4.64932 1.82860
C -1.99312 -3.42248 2.07861
N -0.88815 -3.01561 1.47029
H 7.00455 -1.29089 0.85310
H 5.50387 -0.62479 1.55737
H 5.76234 -2.39651 1.49947
H 1.68284 -4.22071 -0.15006
H -0.29816 -5.74714 -0.38941
H -2.41503 -6.47586 0.71513
H -3.50003 -4.92497 2.34686
H -2.41872 -2.74029 2.80780
O 0.08165 1.44597 0.80571
C -1.18883 1.23496 1.39927
C -1.88765 0.13018 0.53154
O -3.07041 -0.08292 0.56342
O -1.00570 -0.53370 -0.16892
C -1.11306 0.59077 2.78333
C -0.04784 -0.23837 3.12154
C -0.00376 -0.84046 4.37087
C -1.02807 -0.63758 5.28171
C -2.10970 0.15984 4.93411
C -2.15456 0.76979 3.69104
C -1.91690 2.57932 1.43028
C -1.18472 3.67054 1.89429
C -1.73275 4.94160 1.90477
C -3.02839 5.14540 1.45091
C -3.77440 4.06177 1.01972
C -3.22744 2.78426 1.01286
H 0.79345 1.22406 1.42205
H 0.74916 -0.44448 2.41547
H 0.83355 -1.47813 4.62390
H -0.98041 -1.09408 6.26226
H -2.92033 0.31307 5.63508
H -3.00042 1.38824 3.42108
H -0.17197 3.52196 2.24584
H -1.14806 5.77704 2.26805
H -3.45586 6.13987 1.44630
H -4.79436 4.20355 0.68453
H -3.82847 1.94616 0.69380
O 1.63298 -0.12507 -1.97907
C 2.18145 0.36283 -3.08446
C 3.41524 -0.08545 -3.54618
C 3.94513 0.43192 -4.71130
C 3.24525 1.38842 -5.43708
C 2.01003 1.81881 -4.99334
C 1.46072 1.32167 -3.81271
C 0.16816 1.75968 -3.29817
N -0.46308 1.29472 -2.22632
C -1.63293 1.99704 -2.11448
C -1.71956 2.90372 -3.12339
N -0.57721 2.74271 -3.86396
H 3.93619 -0.84260 -2.97786
H 4.90955 0.08497 -5.05697
H 3.66380 1.79358 -6.34835
H 1.46654 2.54442 -5.58642
H -2.33232 1.82453 -1.31583
H -2.47178 3.63158 -3.36816
H -0.33469 3.26619 -4.68448
F -1.16605 -2.72272 -2.01592
C -0.36867 -1.70895 -2.50386
F 0.63911 -2.33287 -3.21512
H -0.97605 -1.16212 -3.23519

(3)
75
Properties=species:S:1:pos:R:3 method="wB97M-V/def2-TZVPD" e_lumo_ev="-13.724 / -13.719" de_lowest_ev=0.4799 total_charge=+4 e_tot_ev=-63417.8806 fmax_ev_per_a=1.049 orbital_gap_ev="4.384 / 4.390"
Ru -1.03963 1.16987 0.73063
N -0.68176 -3.42291 3.18547
C -1.59391 -2.41880 2.73929
N -0.99078 -1.55704 1.64851
C 1.09781 -0.97746 3.37855
N 1.03495 0.03935 2.82507
N 0.65589 1.08615 2.07974
C 1.42746 2.12473 2.10148
C 0.97972 3.28543 1.37287
C 1.71114 4.45547 1.41574
C 1.19171 5.59980 0.80806
C -0.04386 5.50469 0.20646
C -0.71272 4.27927 0.19302
N -0.22799 3.16789 0.74111
C 1.27069 -2.14363 4.10022
C 2.43285 -2.14501 4.94140
C 2.77741 -3.27098 5.62518
C 1.98658 -4.42371 5.47299
C 0.86883 -4.43901 4.66685
C 0.45697 -3.30290 3.96469
H -1.06201 -4.35797 3.17706
H -2.42000 -2.97053 2.28471
H 2.35320 2.14103 2.66775
H 2.66820 4.47988 1.92079
H 1.73994 6.53270 0.82421
H -0.50770 6.36062 -0.26552
H -1.66949 4.21528 -0.29968
H 3.02731 -1.24403 5.01503
H 3.64684 -3.28154 6.26684
H 2.25385 -5.32527 6.01002
H 0.28039 -5.34544 4.59101
C -3.20883 2.07829 1.06808
N -2.89192 1.37802 -0.17328
C -3.15744 2.12431 -1.42981
C -3.54964 0.04124 -0.23099
C -3.16944 -0.77534 0.99246
N -1.70145 -0.58208 1.14118
C 0.09128 -2.08277 0.77269
C -2.10082 -1.52879 3.88501
H -4.12733 1.73332 1.54408
H -3.22591 3.15795 0.95727
H -2.41303 1.85875 1.88864
H -4.22843 2.30278 -1.53328
H -2.80732 1.51705 -2.26105
H -2.62725 3.06801 -1.43487
H -3.19383 -0.44996 -1.13558
H -4.63356 0.15861 -0.30222
H -3.37235 -1.82960 0.80303
H -3.70989 -0.49377 1.89725
H 0.35400 -3.06294 1.15943
H 0.96915 -1.44056 0.77138
H -0.29994 -2.17071 -0.23759
H -2.97659 -1.98891 4.33961
H -2.37341 -0.52400 3.56519
H -1.34159 -1.43924 4.66142
F -0.10839 -0.95390 -3.52416
C 0.84722 -0.62501 -4.41028
C 0.85432 -1.19898 -5.63644
F -0.07390 -2.07164 -5.93299
C 1.86581 -0.86187 -6.61546
C 2.84766 0.10867 -6.17988
C 2.81733 0.66305 -4.93593
F 3.73924 1.54444 -4.59029
C 1.81552 0.32328 -3.99091
C 1.78409 0.88817 -2.70423
C 0.83394 0.64985 -1.71369
N 0.21172 0.74830 -0.73643
C 2.73022 1.81376 -2.14863
N 3.36010 2.52053 -1.49531
F 3.79244 0.46624 -7.00237
C 1.89055 -1.41962 -7.87505
C 0.92628 -2.37141 -8.32157
N 0.16071 -3.12778 -8.72729
C 2.87107 -1.10300 -8.85790
N 3.61772 -0.85870 -9.69883

(4)
67
Properties=species:S:1:pos:R:3 method="wB97M-V/def2-TZVPD" e_lumo_ev="-2.591 / -5.511" de_lowest_ev=0.7367 total_charge=+1 e_tot_ev=-65698.5569 multiplicity=5 fmax_ev_per_a=1.920 orbital_gap_ev="7.230 / 4.498" s_squared=6.03
Ir 0.17375 -0.43989 0.48309
C -4.11585 -1.72794 1.46441
C -2.60945 -1.86701 1.40325
O -2.00766 -0.90992 0.89261
C -1.98314 -3.05746 1.92018
C -2.75600 -4.04416 2.56444
C -2.20198 -5.19733 3.06041
C -0.83684 -5.45280 2.87124
C -0.05778 -4.54271 2.22220
C -0.56617 -3.28700 1.75853
O 0.27842 -2.48563 1.26517
H -4.39887 -0.82726 0.92454
H -4.43072 -1.61441 2.49965
H -4.62132 -2.58670 1.03223
H -3.81411 -3.88352 2.69628
H -2.81699 -5.91603 3.57803
H -0.40456 -6.37228 3.24158
H 0.99389 -4.70595 2.05406
O -0.42241 -2.85699 -1.32408
N -0.30665 -1.54791 -1.67361
C -1.04264 -1.11923 -2.62487
C -1.01925 0.19968 -3.20523
C -1.72966 0.36190 -4.40295
C -1.73757 1.56286 -5.07874
C -1.08436 2.65817 -4.53190
C -0.42877 2.53158 -3.32143
C -0.34953 1.30775 -2.65993
P 0.69875 1.22590 -1.16534
C 0.45076 2.90114 -0.48586
C 1.34677 3.95960 -0.57384
C 0.98371 5.19875 -0.07167
C -0.26191 5.38511 0.50589
C -1.14813 4.32379 0.62050
C -0.78553 3.08064 0.14038
C 2.32081 1.10626 -1.98597
C 2.74551 2.04449 -2.92405
C 3.98483 1.90591 -3.51890
C 4.80102 0.83293 -3.19891
C 4.36205 -0.12979 -2.30443
C 3.12181 0.00134 -1.70392
H -1.10640 -3.31491 -1.85786
H -1.74436 -1.81332 -3.10282
H -2.26267 -0.48220 -4.81366
H -2.26023 1.64798 -6.01833
H -1.09037 3.61061 -5.04126
H 0.02317 3.40557 -2.87315
H 2.31617 3.82241 -1.03052
H 1.67853 6.02188 -0.13990
H -0.54678 6.35889 0.87239
H -2.11676 4.46864 1.07789
H -1.45359 2.23107 0.24481
H 2.11862 2.87543 -3.20862
H 4.32566 2.64122 -4.23173
H 5.77413 0.75595 -3.65902
H 4.98823 -0.97783 -2.07049
H 2.76234 -0.74937 -1.01170
S 2.56824 0.03516 1.63491
C 1.63129 -0.26545 3.04779
C 2.19455 -0.53651 4.29669
C 1.35009 -0.86295 5.33866
C -0.02265 -0.87421 5.11540
C -0.49684 -0.54565 3.85466
N 0.30675 -0.24821 2.84605
H 3.26547 -0.50009 4.41004
H 1.74599 -1.09167 6.31698
H -0.71486 -1.11551 5.90602
H -1.55799 -0.51282 3.65374